{"formula": "C28H34AlN8O7P3", "method": "wB97M-V/def2-TZVPD", "largest_force_ev_per_a": 0.1, "charge": 2, "lumo_energy_ev": -6.09, "gap_ev": 5.8, "e_tot_ev": -90304.28546, "elements": ["Al", "N", "C", "C", "P", "O", "O", "O", "P", "O", "O", "O", "H", "H", "H", "H", "H", "H", "H", "H", "C", "O", "C", "C", "C", "C", "C", "C", "C", "N", "C", "C", "N", "C", "C", "C", "C", "N", "C", "C", "N", "C", "C", "C", "C", "H", "H", "H", "H", "H", "H", "H", "H", "H", "H", "H", "H", "H", "H", "C", "N", "C", "N", "C", "N", "C", "P", "C", "C", "H", "H", "H", "H", "H", "H", "H", "H", "H", "H", "H", "H"], "positions_angstrom": [[-1.523, 1.250, 0.912], [-3.934, 5.242, 1.891], [-3.865, 3.740, 2.115], [-5.103, 3.332, 2.920], [-2.351, 3.349, 3.136], [-1.411, 4.611, 2.769], [-2.689, 3.277, 4.555], [-1.668, 2.134, 2.493], [-3.949, 3.050, 0.374], [-4.990, 1.843, 0.438], [-4.374, 4.186, -0.461], [-2.634, 2.335, 0.053], [-4.562, 5.691, 2.559], [-4.280, 5.372, 0.913], [-3.003, 5.661, 1.976], [-5.087, 3.813, 3.898], [-5.109, 2.257, 3.089], [-6.018, 3.594, 2.385], [-1.052, 5.037, 3.561], [-5.879, 2.082, 0.137], [8.562, -2.962, -7.218], [8.634, -2.230, -5.999], [7.496, -1.931, -5.362], [7.636, -1.206, -4.172], [6.528, -0.850, -3.444], [5.244, -1.205, -3.880], [5.114, -1.925, -5.063], [6.223, -2.291, -5.807], [4.098, -0.805, -3.081], [4.156, -0.106, -1.962], [2.869, 0.044, -1.560], [1.992, -0.574, -2.440], [2.799, -1.110, -3.408], [0.582, -0.565, -2.262], [-0.396, -1.137, -3.097], [-1.727, -1.008, -2.778], [-2.096, -0.316, -1.622], [-1.194, 0.218, -0.816], [0.115, 0.110, -1.121], [1.012, 0.759, -0.205], [0.432, 1.396, 0.846], [1.213, 2.025, 1.721], [2.601, 2.051, 1.589], [3.198, 1.411, 0.528], [2.392, 0.740, -0.406], [9.588, -3.084, -7.550], [7.999, -2.409, -7.973], [8.112, -3.943, -7.058], [8.631, -0.938, -3.847], [6.638, -0.289, -2.527], [4.142, -2.220, -5.442], [6.089, -2.848, -6.722], [2.515, -1.630, -4.220], [-0.108, -1.669, -3.994], [-2.494, -1.428, -3.413], [-3.137, -0.179, -1.353], [0.712, 2.514, 2.544], [3.188, 2.578, 2.327], [4.271, 1.412, 0.393], [-4.232, -2.818, 3.242], [-3.848, -1.691, 4.092], [-2.652, -2.054, 4.854], [-1.537, -2.479, 4.005], [-1.979, -3.586, 3.155], [-3.160, -3.263, 2.351], [-2.868, -2.283, 1.313], [-2.304, -0.707, 2.090], [-3.660, -0.470, 3.327], [-1.003, -1.377, 3.222], [-5.107, -2.545, 2.649], [-4.502, -3.653, 3.888], [-2.909, -2.882, 5.514], [-2.340, -1.207, 5.467], [-2.232, -4.428, 3.799], [-1.163, -3.887, 2.497], [-3.766, -2.104, 0.716], [-2.094, -2.669, 0.645], [-4.586, -0.216, 2.805], [-3.396, 0.359, 3.989], [-0.665, -0.575, 3.882], [-0.145, -1.718, 2.637]], "atomic_forces_ev_per_a": [[0.02, 0.10, -0.07], [-0.03, 0.02, -0.02], [0.00, 0.01, 0.00], [-0.01, 0.00, -0.02], [0.08, -0.04, 0.02], [0.01, 0.05, -0.04], [0.00, -0.03, 0.03], [-0.08, -0.03, -0.03], [0.02, -0.10, 0.01], [0.00, -0.01, 0.01], [-0.02, 0.05, -0.02], [-0.05, 0.03, 0.00], [0.03, 0.00, 0.01], [0.02, 0.00, 0.03], [-0.01, 0.00, -0.01], [-0.01, 0.00, 0.00], [0.01, 0.00, 0.00], [-0.01, 0.01, 0.01], [-0.02, -0.01, 0.00], [0.01, 0.00, 0.01], [0.01, -0.01, -0.02], [0.01, 0.01, 0.00], [0.00, 0.02, 0.03], [-0.01, 0.00, 0.00], [0.00, -0.01, -0.02], [0.04, -0.02, -0.03], [0.01, 0.01, 0.02], [0.00, -0.01, -0.01], [-0.05, 0.02, 0.01], [0.03, 0.02, 0.02], [-0.03, -0.07, -0.07], [0.03, 0.05, 0.06], [0.04, -0.02, -0.01], [-0.03, 0.04, 0.02], [-0.06, 0.01, 0.03], [0.05, -0.01, -0.02], [-0.03, 0.01, -0.01], [-0.02, 0.02, 0.04], [0.05, -0.03, -0.04], [0.04, -0.02, -0.03], [0.05, 0.00, 0.06], [-0.02, -0.01, 0.00], [0.03, -0.01, -0.01], [-0.02, 0.02, 0.03], [-0.06, 0.00, 0.00], [0.00, 0.00, 0.00], [0.00, 0.00, 0.00], [0.00, 0.00, 0.00], [0.01, 0.00, 0.00], [-0.01, 0.00, 0.01], [-0.01, 0.00, 0.01], [0.01, 0.00, 0.00], [0.00, 0.00, 0.01], [0.01, 0.00, -0.01], [0.00, 0.00, 0.00], [0.00, 0.00, 0.01], [0.00, 0.00, 0.00], [0.01, 0.00, 0.00], [0.01, 0.00, 0.00], [-0.03, 0.00, 0.01], [-0.01, 0.01, 0.02], [0.00, -0.01, 0.01], [0.01, 0.02, -0.02], [-0.02, 0.01, 0.00], [0.03, -0.01, -0.03], [-0.03, -0.10, 0.02], [-0.01, 0.03, -0.05], [-0.04, 0.01, 0.00], [0.05, -0.07, 0.09], [0.00, 0.00, 0.00], [0.00, 0.00, 0.00], [0.00, 0.00, 0.00], [0.00, 0.00, 0.00], [0.01, 0.00, 0.00], [0.00, 0.00, 0.00], [0.01, 0.02, 0.00], [0.00, 0.01, 0.00], [0.02, 0.01, -0.01], [0.00, -0.01, 0.01], [0.00, 0.00, 0.00], [-0.01, 0.01, 0.00]]}